A molecular structure, C30H55Br2MnN6OPS5SbSi, computed with ωB97M-V/def2-TZVPD.

Geometry as XYZ:
```
103
Properties=species:S:1:pos:R:3
Mn -0.184 1.862 -0.126
S 1.104 1.641 -3.569
Sb 3.003 2.380 -2.096
S 1.877 1.004 -0.353
S -0.387 2.315 -2.339
S 2.420 4.459 -1.420
C -4.070 4.886 -2.308
N -3.569 3.945 -1.325
C -4.173 2.624 -1.379
P -2.609 4.342 -0.059
O -1.623 3.245 0.203
N -3.554 4.533 1.275
C -4.898 5.074 1.203
C -2.958 4.581 2.602
N -1.882 5.759 -0.412
C -0.921 5.832 -1.515
C -2.247 7.038 0.165
H -3.836 4.538 -3.317
H -3.613 5.863 -2.171
H -5.158 4.994 -2.229
H -3.933 2.135 -2.326
H -5.262 2.694 -1.282
H -3.790 2.002 -0.571
H -5.280 5.019 0.185
H -4.935 6.120 1.529
H -5.564 4.497 1.848
H -1.967 4.136 2.584
H -3.582 4.021 3.303
H -2.873 5.612 2.966
H -0.806 4.862 -1.998
H 0.065 6.122 -1.149
H -1.262 6.564 -2.254
H -2.823 6.905 1.078
H -2.831 7.646 -0.536
H -1.340 7.592 0.418
C 0.193 -6.220 -1.445
C 1.499 -5.642 -2.011
C 2.527 -6.781 -2.111
C 1.167 -5.166 -3.435
Si 2.146 -4.220 -0.898
Br 0.777 -2.469 -1.301
C 3.892 -3.588 -1.365
C 4.047 -3.534 -2.893
C 4.982 -4.522 -0.809
C 4.166 -2.163 -0.855
C 1.928 -4.562 0.981
C 2.660 -3.493 1.807
C 0.458 -4.505 1.427
C 2.500 -5.937 1.366
H -0.197 -6.961 -2.150
H -0.569 -5.448 -1.319
H 0.333 -6.726 -0.490
H 2.090 -7.610 -2.677
H 2.826 -7.174 -1.138
H 3.429 -6.472 -2.640
H 0.789 -6.023 -4.003
H 2.025 -4.770 -3.973
H 0.393 -4.398 -3.432
H 4.025 -4.522 -3.353
H 5.019 -3.089 -3.127
H 3.281 -2.911 -3.360
H 4.855 -5.559 -1.124
H 5.027 -4.505 0.280
H 5.958 -4.187 -1.177
H 3.431 -1.445 -1.218
H 5.148 -1.851 -1.226
H 4.194 -2.092 0.230
H 2.362 -2.482 1.517
H 3.744 -3.559 1.723
H 2.407 -3.634 2.865
H 0.040 -3.505 1.297
H 0.411 -4.755 2.493
H -0.186 -5.202 0.897
H 3.532 -6.072 1.038
H 1.909 -6.758 0.959
H 2.490 -6.039 2.456
N 0.324 -0.496 2.257
C 0.448 0.775 2.715
N 0.239 1.826 1.981
C 0.525 3.002 2.686
C 0.578 4.284 2.148
C 0.888 5.336 2.991
C 1.143 5.130 4.348
C 1.130 3.854 4.882
C 0.833 2.798 4.032
S 0.854 1.089 4.378
H 0.512 -0.608 1.263
H 0.735 -1.223 2.821
H 0.432 4.450 1.090
H 0.961 6.334 2.579
H 1.385 5.971 4.985
H 1.365 3.683 5.925
Br -2.855 0.694 2.369
C -2.683 -0.318 0.779
C -3.421 -1.487 0.687
C -3.386 -2.177 -0.513
C -2.632 -1.673 -1.557
C -1.906 -0.515 -1.351
N -1.917 0.160 -0.191
H -4.007 -1.824 1.528
H -3.947 -3.096 -0.624
H -2.576 -2.172 -2.513
H -1.276 -0.089 -2.123
```

## Properties
* 2S+1: 5
* relative energy (zero: lowest compared OMol25 entry of this formula, charge and spin): 0.00 kJ/mol
* calculated total energy: -292284.9202 eV